(1)
The following is a quantum chemistry calculation of a cluster of 3 separate species, C35H56BN3O10P2S in total at a distorted geometry, from the Open Molecules 2025 dataset.

Total energy in eV: -92234.066
Structure (SMILES): CCOCCOc1c(CCCc2ccccc2)c(P(C)CC)c(N)c2c1N(P(=O)(O)O)c1c(COO)cc(B(N)O)cc1S2.CC(C)O.CC(C)O
Net charge: 0
LUMO energy in eV: 0.154
Multiplicity: 1
Largest force on an atom in eV/A: 3.8
M in g mol⁻¹: 783.67

Each line ends with the Löwdin charge.
Positions of all 108 atoms, in Å:
S -2.51 -3.54 -0.61  0.978
P -2.56 2.21 0.61  0.953
P 1.71 -3.12 -0.49  0.585
O 1.91 -4.53 -1.37  -0.121
O 1.85 -5.45 3.22  -0.151
O 1.51 -0.98 1.80  -0.113
O 3.17 -2.75 0.22  -0.150
O -5.88 1.47 -3.09  -0.071
O 1.47 6.45 -1.24  -0.061
O 1.34 -2.03 -1.44  -0.261
O -0.71 -9.83 -0.38  0.056
O 3.23 0.33 3.08  -0.203
O 3.11 -5.05 3.66  -0.045
N 0.49 -3.31 0.76  -0.040
N -3.75 -0.68 -0.44  0.046
N -2.93 -9.53 0.72  0.150
C 2.18 7.69 -1.31  -0.495
C -3.21 2.50 2.37  -0.401
C 3.62 1.11 -3.04  -0.083
C -6.57 0.72 -5.28  -0.065
C -2.41 -0.74 0.10  -0.270
C -1.82 0.50 0.61  -0.249
C 4.84 1.93 -3.15  -0.098
C -1.99 -6.26 -0.08  -0.044
C -1.71 -2.05 0.11  -0.333
C 2.68 2.63 -1.26  -0.172
C -0.18 -4.59 0.62  -0.191
C 4.98 3.12 -2.29  -0.095
C -7.84 0.07 -3.21  -0.066
C 5.51 0.08 2.27  -0.065
C 1.46 2.90 -0.24  -0.137
C 2.72 7.89 -2.72  -0.063
C 3.92 3.49 -1.34  -0.038
C 1.68 1.92 0.98  -0.172
C 1.28 -1.13 3.23  -0.117
C -0.45 0.40 1.20  -0.116
C -7.02 1.16 -3.89  -0.497
C -1.23 -7.41 0.37  -0.076
C 2.56 1.45 -2.11  -0.047
C 0.59 -5.77 1.12  -0.087
C 0.21 -0.90 1.22  -0.170
C 4.58 0.49 3.52  -0.239
C 0.34 1.61 1.78  -0.145
C -1.48 -4.88 0.03  -0.405
C -0.38 -2.15 0.68  -0.174
C 2.39 -0.32 4.05  -0.157
C -4.09 2.35 -0.47  -0.309
C 2.00 -5.63 1.80  -0.159
C 3.30 7.69 -0.28  -0.064
C -3.56 4.06 2.46  -0.195
C 0.09 -7.14 1.01  0.030
B -1.66 -8.95 0.26  -0.509
H -4.11 1.68 -1.36  0.013
H -5.93 -0.17 -5.21  0.082
H 4.01 4.36 -0.65  0.084
H -2.91 -10.51 0.40  0.078
H -8.15 0.40 -2.21  0.078
H -3.54 4.44 3.51  0.065
H 2.37 2.45 1.69  0.119
H 5.92 3.72 -2.39  0.089
H 6.02 -0.90 2.46  0.069
H -7.62 2.07 -3.98  0.138
H 2.20 1.00 0.61  0.104
H 1.34 -2.22 3.53  0.130
H 2.85 -4.78 -1.37  0.090
H 3.34 -5.72 4.33  0.114
H -2.40 2.35 3.14  0.073
H 1.90 0.51 4.64  0.124
H -4.29 -0.15 0.26  0.077
H -4.97 2.04 0.17  0.043
H -4.58 4.29 2.04  0.062
H 2.54 -6.61 1.62  0.132
H -5.97 1.50 -5.75  0.080
H -0.23 2.57 1.81  0.079
H -0.96 -9.89 -1.32  0.104
H 5.64 1.63 -3.88  0.090
H -2.99 -6.47 -0.55  0.109
H 0.60 1.37 2.86  0.105
H 2.90 7.53 0.72  0.080
H 6.20 0.91 1.99  0.066
H -4.21 -1.59 -0.47  0.041
H 3.26 8.84 -2.80  0.078
H 4.87 -0.16 4.38  0.111
H 1.47 8.48 -1.08  0.137
H 0.46 2.66 -0.69  0.105
H 1.65 0.80 -2.03  0.107
H -4.15 1.94 2.59  0.069
H -5.35 0.68 -3.01  0.078
H 2.63 -4.82 1.35  0.091
H 0.29 -0.72 3.55  0.124
H -3.70 -9.13 0.16  0.082
H 3.40 7.08 -2.99  0.080
H 1.91 7.88 -3.45  0.080
H 4.00 6.87 -0.47  0.067
H 2.07 5.73 -1.44  0.054
H 0.69 -8.01 1.37  0.124
H -8.73 -0.18 -3.79  0.079
H 4.85 1.56 3.74  0.117
H -7.42 0.48 -5.92  0.079
H 1.53 3.99 0.03  0.100
H -7.24 -0.84 -3.07  0.079
H 3.66 -2.29 -0.49  0.088
H 2.94 -0.99 4.75  0.118
H 4.82 -0.09 1.39  0.073
H -2.83 4.69 1.87  0.062
H 3.60 0.20 -3.70  0.096
H -4.25 3.43 -0.70  0.047
H 3.85 8.63 -0.30  0.079



(2)
The following is a quantum chemistry calculation of a cluster of 10 separate species, C56H108B2F8N10O6 in total at a distorted geometry, from the Open Molecules 2025 dataset.

Total energy in eV: -110066.300
Net charge: +4
LUMO energy in eV: -11.413
Multiplicity: 1
Largest force on an atom in eV/A: 8.9
M in g mol⁻¹: 1191.15

Each line ends with the Löwdin charge.
Positions of all 190 atoms, in Å:
F 0.36 -2.09 -1.94  0.086
F 5.07 1.08 -2.03  0.123
F 6.42 1.75 -3.57  0.230
F -1.22 -0.88 -0.82  0.178
F 0.49 0.15 -1.59  0.125
F 5.27 0.03 -3.96  0.105
F 0.77 -1.26 0.17  0.126
F 4.21 2.05 -3.93  0.109
O -1.30 6.06 1.15  0.152
O -5.90 -1.71 1.31  0.198
O -3.20 -3.42 4.21  -0.059
O -3.76 -4.05 2.21  -0.048
O -0.88 -7.54 -2.65  0.204
O 2.79 2.90 -0.50  0.140
N 3.34 -3.77 -0.35  -0.034
N 0.91 -1.53 -5.63  -0.060
N -1.06 -0.69 -5.03  -0.044
N -5.29 -0.82 2.10  0.129
N 0.57 -0.20 6.25  -0.051
N -1.74 6.02 -0.14  0.132
N 5.14 -3.93 -1.65  -0.097
N -1.34 -6.30 -2.82  0.123
N 4.00 2.99 0.14  0.142
N 1.22 -0.51 8.36  -0.078
C 2.39 -1.83 -5.55  0.053
C -2.77 -4.44 -1.88  -0.058
C -6.68 -1.81 3.89  -0.006
C -2.13 -0.02 -4.22  -0.131
C -1.34 -6.73 -5.23  -0.024
C -1.06 -5.66 -4.20  -0.396
C 3.05 -3.58 2.07  -0.045
C 3.41 -2.63 -1.13  0.028
C 6.39 -4.53 -2.13  0.028
C 0.37 -5.05 -4.31  0.011
C 6.28 4.06 0.06  -0.129
C 4.78 4.29 -0.18  -0.391
C 1.88 -1.15 9.55  0.050
C 3.85 2.47 2.67  -0.005
C -1.19 8.37 -0.95  0.010
C -3.87 1.19 2.46  -0.140
C -7.19 0.51 3.13  0.022
C 5.91 1.91 1.27  -0.098
C -1.12 4.98 -1.02  -0.412
C -2.79 -0.96 1.83  -0.010
C 0.29 -0.70 -4.71  0.057
C -2.92 -3.86 3.08  -0.875
C 4.34 -4.60 -0.73  0.020
C 0.19 0.40 8.35  0.013
C 3.78 0.56 0.94  -0.004
C -4.21 0.31 0.12  0.000
C -2.29 1.41 -4.75  -0.065
C -0.45 -4.98 -0.99  0.014
C -0.26 0.59 7.04  0.032
C 0.33 5.43 -1.20  -0.007
C 1.45 -0.88 7.07  0.047
C -2.35 -3.63 -3.20  -0.140
C 4.55 4.69 -1.66  0.004
C 4.17 5.37 0.80  0.021
C 0.77 0.95 4.13  -0.058
C 0.00 -1.87 -6.58  -0.027
C -4.99 -0.04 4.37  -0.128
C -1.75 -5.58 -1.58  -0.438
C -1.15 3.63 -0.26  -0.018
C -4.21 1.22 3.96  -0.145
C 6.59 3.31 1.33  -0.152
C -6.05 -0.52 3.37  -0.438
C 4.55 -2.75 -1.94  0.023
C 0.49 -0.34 4.85  -0.211
C 2.40 -4.05 0.76  -0.145
C -1.53 -4.27 2.84  -0.042
C -4.01 -0.07 1.65  -0.387
C -2.12 -4.54 -4.42  -0.129
C -2.39 7.37 -0.70  -0.373
C -2.41 6.03 -2.98  -0.144
C -3.41 7.95 0.33  -0.004
C -1.25 -1.32 -6.27  0.007
C -3.12 7.03 -2.03  -0.109
C 4.36 2.01 1.27  -0.365
C -2.53 -6.46 -0.66  -0.010
C -1.97 4.69 -2.35  -0.098
B 5.23 1.28 -3.38  -1.487
B 0.09 -1.04 -1.02  -1.439
H -2.86 -5.94 0.24  0.103
H -2.93 8.20 1.27  0.091
H 1.75 1.34 4.40  0.069
H -3.23 1.90 -4.50  0.080
H 0.54 -4.13 -3.75  0.061
H -8.05 0.03 2.68  0.101
H -2.79 -1.86 1.23  0.089
H 2.87 2.94 2.64  0.085
H 6.29 1.48 0.34  0.126
H 0.00 1.66 4.42  0.076
H 0.57 6.24 -1.89  0.091
H -1.54 9.40 -1.02  0.111
H -7.18 -1.66 4.85  0.112
H 2.89 -1.23 -4.80  0.091
H 6.11 -5.55 -2.41  0.104
H -0.10 0.87 9.28  0.142
H -4.83 2.10 4.18  0.111
H -5.98 -2.64 3.95  0.096
H 2.97 -1.20 9.43  0.106
H 0.66 0.77 3.06  0.081
H 4.62 -5.55 -0.30  0.168
H -2.23 -1.44 -6.70  0.140
H -5.46 0.09 5.34  0.137
H 1.11 -1.14 4.43  0.130
H 6.67 5.07 0.15  0.144
H -6.91 1.30 2.44  0.083
H -1.15 -3.96 1.86  0.040
H 2.67 -1.84 -1.04  0.109
H -3.79 8.89 -0.06  0.109
H -0.80 -3.94 3.59  0.060
H 6.80 -4.06 -3.02  0.113
H 3.63 1.65 3.36  0.075
H -3.01 -0.59 -4.53  0.118
H 3.39 -2.54 2.06  0.062
H 2.30 -1.50 6.79  0.166
H -3.04 -2.83 -3.44  0.104
H -2.38 -7.04 -5.15  0.102
H -3.06 5.68 -3.78  0.122
H 4.55 5.35 1.82  0.089
H -2.68 -1.16 2.90  0.080
H -3.36 -6.97 -1.16  0.112
H -0.53 8.18 -1.79  0.083
H -3.37 1.42 4.63  0.100
H 5.02 -2.25 -2.78  0.134
H 1.14 -5.79 -4.07  0.101
H -0.44 -0.78 4.50  0.132
H 6.37 3.88 2.23  0.106
H 0.75 -0.22 -3.85  0.150
H -3.65 -4.99 -2.20  0.121
H -1.90 -7.26 -0.26  0.096
H 1.46 -3.55 0.50  0.095
H -4.06 6.57 -1.72  0.121
H -3.10 -4.98 -4.63  0.124
H -4.19 -0.49 -0.62  0.083
H -1.93 -0.08 -3.15  0.113
H -4.24 7.27 0.52  0.096
H -3.06 -3.78 -1.06  0.134
H 2.44 -3.72 2.97  0.077
H -4.26 -0.81 4.63  0.115
H -0.53 8.43 -0.08  0.094
H -4.44 2.00 2.01  0.114
H 4.25 -0.23 1.52  0.086
H -1.45 2.09 -4.71  0.076
H -2.00 -4.05 -5.38  0.116
H 1.40 -2.12 9.65  0.111
H -0.72 -7.63 -5.22  0.101
H 4.53 3.13 3.20  0.088
H -1.81 -0.51 1.72  0.091
H -1.48 -5.36 2.84  0.085
H 6.17 1.20 2.05  0.131
H -3.45 1.01 -0.23  0.072
H 4.91 3.89 -2.31  0.083
H 2.23 -5.12 0.88  0.127
H 0.17 -2.58 -7.38  0.140
H -1.06 1.21 6.66  0.134
H 5.11 5.53 -2.08  0.116
H -1.29 4.18 -3.03  0.119
H 2.84 -1.45 -6.47  0.107
H 0.20 -4.41 -1.66  0.061
H 3.50 4.91 -1.84  0.072
H -1.43 -3.06 -3.06  0.076
H 0.84 5.75 -0.29  0.090
H 4.18 6.35 0.32  0.106
H -7.49 1.04 4.03  0.111
H -1.37 -6.36 -6.26  0.110
H 3.93 -4.19 2.27  0.082
H -0.63 -4.18 -0.27  0.080
H 1.68 -0.57 10.45  0.106
H -2.74 3.94 -2.23  0.117
H -7.52 -2.12 3.27  0.092
H 0.18 -5.66 -0.42  0.094
H -1.55 6.52 -3.45  0.116
H 2.70 0.58 1.12  0.067
H -5.15 0.83 -0.07  0.086
H -0.59 2.94 -0.88  0.097
H -2.84 1.53 2.32  0.116
H 1.02 4.69 -1.61  0.089
H -2.46 1.36 -5.83  0.079
H 2.59 -2.91 -5.50  0.090
H 7.68 3.36 1.27  0.132
H 6.67 3.62 -0.86  0.140
H 3.79 0.27 -0.11  0.067
H 7.11 -4.60 -1.32  0.111
H 0.59 -4.65 -5.30  0.085
H 3.10 5.22 0.89  0.066
H -3.43 7.97 -2.47  0.142
H -2.16 3.28 -0.03  0.083
H -0.57 3.64 0.66  0.083



(3)
The following is a quantum chemistry calculation of a cluster of 2 separate species, C4H13NO2 in total at a distorted geometry, from the Open Molecules 2025 dataset.

Total energy in eV: -9942.941
Structure (SMILES): NCCO.CCO
ΔE to the lowest compared entry with this formula, charge and spin in kJ/mol: 121.2
Net charge: 0
LUMO energy in eV: 0.786
Multiplicity: 1
Largest force on an atom in eV/A: 2.5
M in g mol⁻¹: 107.15

Each line ends with the natural charge from an NBO analysis.
Positions of all 20 atoms, in Å:
O 1.88 -0.55 -2.90  -0.729
O -1.30 0.20 0.16  -0.823
N 0.48 -1.56 0.31  -0.810
C -1.78 1.37 2.24  -0.628
C -1.15 1.41 0.84  -0.049
C 1.51 -1.09 -0.64  -0.232
C 0.92 -0.43 -1.85  -0.081
H 0.72 0.61 -1.60  0.182
H -0.01 -0.90 -2.18  0.175
H -2.85 1.25 2.10  0.207
H 0.83 -1.64 1.26  0.388
H -0.07 1.69 0.91  0.126
H 2.11 -1.93 -1.00  0.194
H -1.39 0.48 2.74  0.195
H 2.19 -0.45 -0.07  0.201
H -0.48 -0.52 0.27  0.467
H -0.02 -2.39 0.03  0.389
H 1.60 -0.02 -3.65  0.473
H -1.63 2.19 0.23  0.157
H -1.55 2.27 2.80  0.199



(4)
The following is a quantum chemistry calculation of a cluster of 2 separate species, CH3FP2 in total at a distorted geometry, from the Open Molecules 2025 dataset.

Total energy in eV: -22377.275
Structure (SMILES): FC#P.P
ΔE to the lowest compared entry with this formula, charge and spin in kJ/mol: 197.2
Net charge: 0
LUMO energy in eV: 0.506
Multiplicity: 1
Largest force on an atom in eV/A: 2.2
M in g mol⁻¹: 95.98

Each line ends with the natural charge from an NBO analysis.
Positions of all 7 atoms, in Å:
P 0.29 -0.62 0.28  0.009
P -3.13 -1.61 -2.37  0.352
F -1.18 -3.58 -2.60  -0.276
C -2.01 -2.68 -2.32  -0.075
H 0.38 -0.04 -1.07  0.003
H 1.03 0.43 0.73  -0.016
H -0.91 0.21 0.51  0.004